Entry from the OMol25 dataset: a cluster of 12 separate species, C5H35NO12S in total (wB97M-V/def2-TZVPD).

The relative energy (zero: lowest compared OMol25 entry of this formula, charge and spin) is 2.681 eV. The HOMO-LUMO gap is 9.221 eV. The SMILES is CSCC[C@@H](N)CO.O.O.O.O.O.O.O.O.O.O.O. The LUMO energy comes out at 0.1 eV. The value obtained for the HOMO energy is -9.08 eV.

XYZ file:
```
54
Properties=species:S:1:pos:R:3:forces:R:3
C 3.855014 -0.455568 -2.253015 -1.3 1.0 0.1
S 3.672661 -0.372269 -0.385478 0.1 -0.9 -1.3
C 2.670317 -1.853608 0.014320 -1.0 -0.8 0.3
C 1.601211 -1.500075 1.063999 1.2 -0.6 0.9
C 0.593790 -0.500382 0.598952 -2.0 0.1 1.3
N -0.532606 -1.005478 -0.270054 1.4 0.7 0.3
C 0.003796 0.137828 1.898880 -0.3 0.5 -0.4
O 0.321841 1.520343 1.891697 0.0 0.9 0.4
H 3.531230 -1.390525 -2.693687 0.6 -0.7 0.5
H 4.877399 -0.176673 -2.525976 -0.3 -0.2 0.0
H 3.106307 0.215070 -2.760496 0.9 0.0 0.8
H 3.243362 -2.701586 0.409302 0.4 0.5 -0.2
H 2.155390 -2.255743 -0.871286 0.3 0.4 -0.1
H 1.031185 -2.367911 1.455666 0.5 0.0 -0.5
H 2.155910 -1.140689 1.982160 -0.6 0.0 -0.9
H 1.093721 0.309587 0.086279 0.0 0.2 -0.3
H -0.086894 -1.399203 -1.083473 -0.1 -0.4 -0.4
H -1.075580 -1.741343 0.174512 0.2 0.1 0.2
H -1.094853 0.203258 1.887693 0.3 -0.9 0.0
H 0.368794 -0.348531 2.829338 -0.4 0.2 -0.6
H 1.122985 1.765108 2.368997 0.4 -0.4 0.1
O -1.327217 -1.590645 -4.244838 0.1 -1.0 0.3
H -1.805524 -1.276259 -5.007054 -0.1 0.4 -0.2
H -1.021879 -0.849397 -3.730703 -0.1 0.6 0.0
O -3.332104 1.142747 -0.850309 0.5 0.8 0.1
H -2.611497 1.683040 -0.464188 -0.5 -0.5 0.1
H -3.316558 1.480181 -1.754400 -0.2 -0.3 -0.1
O -3.028888 -3.352814 -0.764502 -0.4 -0.1 0.1
H -3.942861 -3.269013 -0.466604 0.0 -0.1 0.0
H -2.988868 -2.698797 -1.467280 0.3 0.2 -0.2
O -4.334244 -0.177254 1.592449 1.2 -0.2 0.6
H -4.489986 0.462795 0.889408 -0.5 -0.4 -0.2
H -5.067683 -0.728878 1.850941 -0.6 0.4 -0.4
O 3.107898 1.723987 2.766026 -0.1 -0.3 -0.5
H 3.479635 2.010801 1.902342 -0.5 0.1 0.8
H 3.567837 2.267240 3.400509 0.2 0.2 0.4
O 3.858486 2.823809 0.507296 0.6 0.7 -1.4
H 4.179608 1.982240 0.145747 -0.1 0.2 -0.2
H 4.079635 3.499199 -0.174866 -0.3 -0.7 0.9
O -0.811163 1.960941 -2.306279 -0.5 0.4 -0.5
H -0.718387 1.089567 -1.918343 0.0 -0.2 0.4
H -1.081042 2.547219 -1.551239 0.8 -0.8 -0.3
O -2.367901 -2.587097 1.924920 0.7 -0.4 0.9
H -2.862446 -1.765881 1.888013 -0.4 0.2 -0.4
H -2.620738 -3.187337 1.224723 -0.3 0.3 -0.5
O -1.331857 4.501387 -3.147874 -0.8 0.4 0.3
H -2.112023 4.109466 -2.730692 0.0 0.5 -0.1
H -0.803646 3.717477 -3.241397 0.8 -0.6 -0.3
O -0.454240 -3.001639 4.034359 0.7 -0.1 0.2
H 0.295244 -3.188074 3.448745 -0.4 0.0 0.2
H -1.226830 -3.316688 3.559486 -0.2 0.2 -0.3
O -0.847190 3.004038 0.041051 0.5 1.1 0.6
H -0.575797 2.395973 0.763425 0.1 -0.1 0.0
H -0.102753 3.646055 0.062796 -0.9 -0.5 -0.2
```
Forces are in eV/Å.